1.
A 8-piece molecular cluster, C12H42N2O10 overall, computed with wB97M-V/def2-TZVPD.

Its energy is -1344.12682 a.u. The highest occupied orbital energy is -8.957 eV. Its SMILES is COCCNCCOC.COCCNCCOC.O.O.O.O.O.O.

ORCA input file:
```
! wB97M-V def2-TZVPD RIJCOSX def2/J DEFGRID3
* xyz 0 1
O -1.62 2.12 3.88
O -4.75 -1.29 2.74
O -2.00 2.29 -11.15
O -1.96 -0.93 -0.83
O -1.55 4.19 -4.36
O 2.85 0.97 3.02
O -5.64 4.03 4.80
O 1.45 -5.83 3.07
O 5.91 -5.61 6.60
O -1.47 6.42 5.53
N 3.95 -3.85 5.07
N -2.52 3.25 -7.81
C 4.51 -3.67 6.42
C -2.78 1.56 -12.11
C -2.50 3.95 -5.44
C -1.74 3.89 -6.79
C -1.85 2.98 -9.05
C 2.09 -4.67 3.69
C -2.06 5.13 -3.46
C 4.89 -4.88 7.25
C 2.85 -4.85 5.01
C 0.21 -6.24 3.70
C -2.79 2.94 -10.21
C 7.13 -4.88 6.42
H 2.22 -4.73 5.90
H -3.08 3.09 -5.11
H -3.64 2.33 -9.91
H -4.95 3.39 4.98
H -1.48 -1.28 -1.58
H -1.42 5.95 6.36
H 1.51 -3.75 3.69
H -0.11 -7.11 3.12
H -1.68 5.01 -2.45
H -3.55 2.27 -12.38
H 3.14 0.10 3.29
H -1.36 2.01 -8.96
H 3.25 -5.86 5.05
H 4.75 -4.16 4.53
H -5.17 4.81 4.50
H -3.16 4.81 -5.59
H -4.51 -1.54 1.85
H 7.01 -4.21 5.57
H -2.13 1.28 -12.94
H -0.77 1.69 3.97
H -1.12 3.77 -9.21
H 3.57 1.55 3.28
H 0.41 -6.61 4.71
H 5.18 -4.40 8.19
H 7.43 -4.23 7.24
H -3.99 -0.81 3.07
H -2.73 2.35 -7.41
H 4.02 -5.49 7.48
H 2.86 -4.29 3.02
H 3.64 -3.20 6.87
H -0.59 -5.52 3.85
H -1.34 7.34 5.76
H -1.34 -0.35 -0.39
H 7.89 -5.66 6.34
H -1.47 4.91 -7.10
H -3.11 0.66 -11.58
H 5.33 -2.96 6.45
H -3.14 3.92 -10.54
H -3.14 5.21 -3.43
H -0.73 3.52 -6.61
H -1.41 3.06 3.86
H -1.74 6.13 -3.73
*
```

=====

2.
A 10-piece molecular cluster, C12H44N10O10 overall, computed with wB97M-V/def2-TZVPD.

Its energy is -1783.47120 a.u. The highest occupied orbital energy is -8.971 eV. Its SMILES is NC(N)=O.NC(N)=O.NC(N)=O.NC(N)=O.NC(N)=O.CCO.CCO.CO.CO.CO.

ORCA input file:
```
! wB97M-V def2-TZVPD RIJCOSX def2/J DEFGRID3
* xyz 0 1
O -0.48 -0.83 0.18
O -3.19 -1.75 -2.84
O 2.38 4.04 3.78
O 3.79 -2.56 0.65
O -1.65 4.37 1.81
O 2.09 1.56 1.09
O 2.49 -2.01 -2.85
O 3.98 -0.14 3.21
O -1.92 -3.41 0.19
O -2.13 1.35 -1.91
N 2.44 -0.88 -0.20
N -1.43 2.98 0.03
N 1.46 -2.62 0.78
N -3.15 4.38 -0.07
N -2.00 -4.11 -2.07
N 1.68 0.20 -3.25
N 0.16 -1.36 -2.68
N -1.70 0.17 -3.96
N -0.47 1.85 -3.43
N -0.11 -3.48 -1.18
C 2.68 -0.46 3.65
C 2.84 -1.83 4.33
C 1.42 -1.07 -2.95
C -1.46 1.12 -3.10
C -1.36 -3.70 -0.99
C -4.06 -1.46 -1.74
C -1.64 -0.47 0.88
C 1.21 3.17 3.97
C 1.83 2.34 -0.03
C -1.27 0.29 2.14
C -2.15 3.91 0.62
C 2.58 -2.01 0.41
H 3.17 -2.62 3.63
H 2.27 0.66 0.79
H -0.56 -0.22 2.79
H -3.47 -1.62 -0.81
H -2.75 -2.61 -2.72
H -0.41 2.70 -2.78
H 1.83 -2.22 4.67
H 1.57 -0.45 -0.51
H -3.00 -4.38 -1.97
H 2.08 4.58 3.02
H 1.39 2.46 4.74
H -0.59 -0.82 -3.04
H 2.68 2.33 -0.73
H -4.91 -2.16 -1.71
H 1.00 2.68 3.05
H -1.72 2.38 -0.77
H -3.66 3.96 -0.86
H 3.54 -1.81 5.13
H 0.61 -1.96 0.88
H 0.27 -4.00 -2.01
H -0.16 2.14 -4.38
H -4.51 -0.45 -1.64
H -2.15 0.43 2.80
H 0.58 -3.25 -0.42
H 0.93 2.03 -0.57
H 1.63 3.41 0.26
H -3.60 5.17 0.36
H 0.37 3.81 4.15
H 2.20 0.30 4.28
H -0.76 1.17 1.93
H -0.76 2.53 0.65
H 1.66 -3.47 1.33
H 2.68 0.52 -3.01
H 4.04 0.75 2.87
H -2.45 -0.49 -3.70
H -1.13 -0.08 -4.78
H 2.02 -0.70 2.78
H 0.88 0.90 -3.18
H -2.28 0.15 0.30
H -0.08 -2.20 -2.10
H 3.26 -0.58 -0.74
H -0.75 -1.15 -0.67
H -2.19 -1.33 1.26
H -1.62 -4.10 -3.03
*
```

=====

It is found that the energy above the lowest of the compared OMol25 structures with the same formula, charge and spin values, taken in the order of the records, are 79.0; 150.2 kcal/mol.
It is found that the Kohn-Sham gap values, taken in the order of the records, are 0.3384; 0.3098 Eh.